90
Properties=species:S:1:pos:R:3 method="wB97M-V/def2-TZVPD" homo_lumo_gap_ev="7.22 / 6.57" multiplicity=3 charge=+1 relative_energy_kj_mol=23.0 total_energy_ev=-69890.6097
C 2.44 -0.60 0.19
C 2.35 -1.34 -1.03
C 1.90 -0.44 -2.06
H 2.71 -2.35 -1.18
C 1.70 0.85 -1.47
C 2.04 0.76 -0.09
H 1.43 1.76 -2.00
C -1.09 -2.34 0.81
C 0.04 -3.04 0.28
C -0.04 -2.99 -1.15
H 0.77 -3.57 0.86
C -1.20 -2.21 -1.51
C -1.86 -1.81 -0.29
H 1.86 -0.67 -3.12
H 2.07 1.58 0.62
H 2.84 -0.97 1.13
H -2.79 -1.25 -0.22
H 0.61 -3.51 -1.85
H -1.37 -2.27 1.85
Mo 0.12 -0.88 -0.37
C -1.73 -1.92 -2.90
C -3.25 -2.16 -2.89
C -1.06 -2.81 -3.94
H -3.44 -3.19 -2.57
H -3.65 -1.99 -3.89
H -3.75 -1.48 -2.20
H -1.20 -3.87 -3.66
H 0.01 -2.61 -4.03
H -1.53 -2.65 -4.91
C -1.37 -0.43 -3.19
C -1.97 0.13 -4.47
H -0.27 -0.31 -3.26
H -1.73 0.24 -2.37
O -2.99 -0.36 -4.94
N -1.36 1.18 -5.08
C -0.19 1.93 -4.60
H -1.87 1.56 -5.87
C 1.12 1.32 -5.05
C 2.31 1.97 -4.70
H 2.25 2.91 -4.14
C 3.54 1.42 -5.04
H 4.46 1.92 -4.73
C 3.59 0.23 -5.78
H 4.56 -0.20 -6.06
C 2.41 -0.40 -6.18
H 2.42 -1.31 -6.77
C 1.17 0.15 -5.82
H 0.24 -0.31 -6.16
H -0.22 2.00 -3.50
H -0.28 2.96 -4.99
C -3.46 -0.06 2.74
Si -1.98 -0.32 3.88
C -2.26 0.60 5.51
C -1.83 -2.14 4.40
Si -0.16 0.36 2.53
Si -0.34 2.70 2.39
C -1.20 3.45 3.89
C 1.30 3.62 2.22
C -1.37 2.97 0.84
Si 1.63 -0.25 3.92
C 1.28 0.08 5.75
C 1.90 -2.10 3.66
C 3.23 0.67 3.51
H -4.37 -0.35 3.30
H -3.41 -0.68 1.84
H -3.57 0.99 2.44
H -3.08 0.08 6.03
H -1.38 0.58 6.17
H -2.56 1.64 5.36
H -1.86 -2.84 3.56
H -0.92 -2.35 4.98
H -2.70 -2.37 5.04
H -0.75 3.12 4.84
H -1.09 4.54 3.83
H -2.27 3.22 3.91
H 1.79 3.45 1.26
H 1.08 4.70 2.29
H 2.01 3.38 3.02
H -0.84 2.63 -0.07
H -2.34 2.46 0.88
H -1.55 4.05 0.73
H 0.51 -0.58 6.17
H 2.21 -0.10 6.31
H 0.98 1.12 5.93
H 2.17 -2.34 2.63
H 2.73 -2.42 4.31
H 1.02 -2.70 3.93
H 3.56 0.52 2.48
H 3.14 1.75 3.69
H 4.01 0.29 4.18

***

9
Properties=species:S:1:pos:R:3 method="wB97M-V/def2-TZVPD" homo_lumo_gap_ev=7.62 charge=0 relative_energy_kj_mol=640.3 total_energy_ev=-8937.7687
B 1.14 0.28 0.05
C -1.40 1.64 0.38
C -1.27 -0.01 -0.50
O -1.21 1.52 1.56
O -1.75 2.37 -0.50
O 0.02 0.00 -0.40
H 2.20 0.37 0.38
H -1.69 -0.97 -0.07
H -1.89 0.34 -1.41

***

16
Properties=species:S:1:pos:R:3 method="wB97M-V/def2-TZVPD" homo_lumo_gap_ev=5.50 charge=-1 relative_energy_kj_mol=834.8 total_energy_ev=-11904.6417
O 0.82 1.45 1.70
C 0.14 1.33 0.70
N -1.24 0.81 0.75
C -0.38 -0.14 0.14
C -0.60 -0.23 -1.37
O -0.64 0.89 -2.04
C -0.04 -1.38 0.92
O -0.36 -2.46 0.21
H 2.53 0.98 -1.08
H 0.27 2.04 -0.14
H 2.05 0.64 -1.53
H -0.01 -1.02 -1.85
H -1.59 -0.72 -1.20
H -0.56 -1.32 1.91
H -1.44 0.46 1.69
H 1.03 -1.32 1.19

***

84
Properties=species:S:1:pos:R:3 method="wB97M-V/def2-TZVPD" homo_lumo_gap_ev="6.35 / 5.60" multiplicity=3 charge=0 relative_energy_kj_mol=96.9 total_energy_ev=-357002.8884
Ti 0.17 -0.13 0.54
C 0.49 -1.12 -3.14
C 0.41 0.05 -4.14
C -0.04 1.41 -3.67
C -1.29 1.91 -3.99
C -1.63 3.20 -3.60
C -0.69 3.95 -2.92
C 0.54 3.38 -2.65
N 0.87 2.14 -3.02
N 1.17 -0.95 -1.83
C 1.20 -2.31 -1.24
C 2.12 -2.39 -0.06
C 3.14 -3.32 0.00
C 4.03 -3.28 1.06
C 3.91 -2.28 2.00
C 2.86 -1.38 1.88
N 1.95 -1.45 0.90
C 2.52 -0.39 -1.98
C 2.85 0.76 -1.05
C 4.02 1.47 -1.28
C 4.33 2.55 -0.48
C 3.46 2.89 0.54
C 2.32 2.14 0.72
N 2.02 1.08 -0.05
H 0.99 -1.94 -3.68
H -0.52 -1.46 -2.91
H -0.29 -0.30 -4.90
H 1.37 0.18 -4.65
H -2.00 1.29 -4.53
H -2.61 3.61 -3.82
H -0.91 4.96 -2.58
H 1.29 3.93 -2.09
H 1.55 -3.05 -1.98
H 0.17 -2.59 -0.99
H 3.23 -4.06 -0.79
H 4.83 -4.01 1.12
H 4.59 -2.18 2.82
H 2.73 -0.58 2.59
H 2.63 0.01 -2.98
H 3.29 -1.16 -1.86
H 4.65 1.19 -2.11
H 5.23 3.13 -0.66
H 3.62 3.75 1.18
H 1.60 2.39 1.48
Se -2.88 3.58 3.12
Sb -1.80 4.06 0.92
Se -3.71 4.58 -0.43
Se 0.17 5.42 1.10
Se -1.02 1.77 0.18
C -3.83 -2.00 -1.56
C -2.99 -0.75 -1.55
C -3.70 0.55 -1.77
O -1.79 -0.81 -1.35
H -4.21 -2.17 -2.57
H -4.71 -1.88 -0.91
H -3.25 -2.86 -1.24
H -4.64 0.42 -2.29
H -3.05 1.26 -2.29
H -3.90 1.01 -0.79
Cl 3.78 -2.17 6.69
C 2.66 -1.37 5.61
C 2.87 -0.06 5.25
C 1.99 0.56 4.37
C 0.89 -0.11 3.83
C 0.05 0.51 2.78
C 0.68 -1.43 4.27
C 1.55 -2.06 5.15
H 3.72 0.48 5.65
H 2.17 1.59 4.09
H 0.17 1.59 2.83
H -1.00 0.31 3.01
H -0.19 -1.97 3.92
H 1.37 -3.08 5.46
I -1.06 -5.69 2.38
C -1.75 -3.77 2.03
C -3.06 -3.40 2.31
C -3.42 -2.09 2.08
C -2.50 -1.20 1.56
N -1.23 -1.56 1.26
C -0.88 -2.82 1.52
H -3.76 -4.12 2.72
H -4.42 -1.73 2.30
H -2.74 -0.16 1.37
H 0.15 -3.10 1.35

***

66
Properties=species:S:1:pos:R:3 method="wB97M-V/def2-TZVPD" homo_lumo_gap_ev=9.77 charge=+1 total_energy_ev=-51592.8821
C 0.57 3.02 -0.18
Si 0.18 1.34 0.60
C -1.16 0.50 -0.40
C -0.51 1.64 2.31
C 1.82 0.35 0.73
C 2.00 -0.40 2.06
C 1.42 -1.77 1.75
N 1.84 -2.04 0.32
C 2.20 -0.71 -0.32
C 1.68 -0.57 -1.72
C 0.89 -1.53 -2.34
C 0.43 -1.25 -3.62
C 0.76 -0.05 -4.23
N 1.53 0.87 -3.64
C 1.97 0.60 -2.43
H -0.22 3.27 -0.87
H 1.54 3.06 -0.67
H 0.56 3.76 0.62
H -0.92 0.31 -1.44
H -1.52 -0.40 0.11
H -2.00 1.18 -0.40
H -0.86 0.72 2.77
H -1.38 2.28 2.17
H 0.25 2.14 2.91
H 2.65 1.06 0.70
H 1.43 0.02 2.89
H 3.03 -0.45 2.37
H 1.67 -2.59 2.41
H 0.34 -1.67 1.74
H 1.07 -2.55 -0.11
H 2.59 -2.72 0.34
H 3.28 -0.74 -0.37
H 0.64 -2.46 -1.86
H -0.20 -1.96 -4.14
H 0.39 0.18 -5.22
H 2.59 1.35 -1.95
C 2.20 -5.21 -3.05
C 1.85 -6.69 -3.15
O 1.09 -6.90 -1.96
C 0.56 -5.73 -1.57
O -0.23 -5.58 -0.70
O 1.09 -4.71 -2.29
H 2.25 -4.71 -4.02
H 3.12 -5.04 -2.50
H 1.23 -6.92 -4.01
H 2.73 -7.34 -3.16
C -5.77 -0.66 -0.50
C -5.51 -0.03 -1.85
O -5.06 1.28 -1.49
C -4.57 1.24 -0.24
O -3.97 2.12 0.29
O -4.84 0.05 0.34
H -5.56 -1.73 -0.47
H -6.78 -0.48 -0.13
H -4.72 -0.53 -2.41
H -6.40 0.04 -2.47
C -0.13 5.66 3.93
C 0.74 6.14 5.07
O 1.49 4.96 5.40
C 1.53 4.16 4.31
O 2.19 3.18 4.20
O 0.68 4.62 3.36
H -0.33 6.42 3.19
H -1.07 5.22 4.27
H 1.44 6.92 4.77
H 0.18 6.47 5.94

***

14
Properties=species:S:1:pos:R:3 method="wB97M-V/def2-TZVPD" homo_lumo_gap_ev=7.61 charge=0 relative_energy_kj_mol=703.9 total_energy_ev=-20102.0458
C 0.86 -0.19 -0.49
C -1.42 -0.14 -0.58
C -1.02 0.72 0.69
C 0.34 0.05 0.88
H 2.38 -0.10 0.97
H -0.53 -0.55 -2.03
H -2.59 0.14 -1.07
H -1.37 -1.35 -0.37
H -0.64 1.86 0.21
H -1.67 0.74 1.66
N 1.90 -0.68 -0.94
N -0.30 0.34 -1.38
O 2.87 -0.71 0.15
S 1.19 -0.14 2.31

***

104
Properties=species:S:1:pos:R:3 method="wB97M-V/def2-TZVPD" homo_lumo_gap_ev="4.47 / 6.43" multiplicity=3 charge=-1 relative_energy_kj_mol=498.5 total_energy_ev=-232546.1129
W -0.48 -0.34 -0.67
O -4.71 4.22 -0.12
C -3.72 3.32 -0.41
C -3.72 2.56 -1.53
C -2.67 1.64 -1.76
N -1.62 1.54 -0.86
C -1.74 2.23 0.29
C -2.70 3.16 0.55
C -0.81 1.72 1.35
O -0.49 2.33 2.34
O -0.45 0.49 1.09
C -2.72 0.70 -2.81
O -3.56 0.60 -3.71
O -1.64 -0.22 -2.85
H -5.44 4.07 -0.72
H -4.54 2.58 -2.24
H -2.73 3.66 1.51
Cl -5.57 -4.68 -1.16
C -4.00 -3.95 -1.19
C -2.88 -4.73 -1.46
Cl -3.04 -6.43 -1.73
C -1.62 -4.14 -1.54
Cl -0.21 -5.05 -1.95
C -1.49 -2.80 -1.26
O -0.32 -2.14 -1.26
C -2.62 -2.02 -0.89
O -2.31 -0.77 -0.51
C -3.88 -2.58 -0.94
Cl -5.27 -1.60 -0.72
C 2.45 3.14 -4.10
Si 3.25 1.60 -3.39
C 4.67 1.71 -2.18
C 3.46 0.19 -4.61
Sb 1.35 0.74 -1.85
Si -1.62 -1.06 -4.36
C -2.99 -2.32 -4.47
C 0.05 -1.92 -4.37
C -1.57 0.18 -5.77
Si 2.19 3.49 -0.19
C 3.55 4.76 -0.54
C 2.54 2.52 1.37
C 0.54 4.33 -0.55
H 3.12 3.68 -4.78
H 2.12 3.81 -3.31
H 1.57 2.83 -4.66
H 5.57 2.15 -2.63
H 4.90 0.70 -1.83
H 4.38 2.29 -1.31
H 4.23 0.41 -5.36
H 2.51 0.01 -5.12
H 3.72 -0.72 -4.07
H -3.44 -2.30 -5.48
H -3.79 -2.12 -3.75
H -2.62 -3.34 -4.29
H 0.35 -2.24 -3.38
H 0.83 -1.26 -4.75
H 0.01 -2.81 -5.00
H -1.04 1.08 -5.45
H -2.57 0.46 -6.07
H -1.04 -0.24 -6.63
H 4.52 4.44 -0.15
H 3.28 5.71 -0.04
H 3.67 4.96 -1.61
H 3.56 2.71 1.73
H 2.43 1.45 1.19
H 1.83 2.77 2.17
H 0.69 5.28 -1.07
H -0.03 4.52 0.37
H -0.08 3.69 -1.19
C 4.66 -1.52 1.94
N 3.53 -2.05 2.68
C 2.24 -2.07 2.23
Se 1.66 -1.31 0.63
N 1.50 -2.65 3.19
C 2.29 -3.00 4.27
C 1.99 -3.58 5.49
C 3.03 -3.74 6.39
C 4.33 -3.34 6.07
C 4.64 -2.78 4.83
C 3.59 -2.61 3.95
H 4.30 -1.20 0.97
H 5.41 -2.31 1.81
H 5.10 -0.68 2.47
H 0.48 -2.77 3.03
H 0.97 -3.87 5.74
H 2.84 -4.17 7.36
H 5.12 -3.46 6.80
H 5.65 -2.48 4.58
O -4.60 0.73 1.58
S -4.58 -0.27 2.61
O -5.83 -0.63 3.21
N -3.74 -1.59 2.08
C -2.50 -1.54 2.50
S -1.23 -2.43 1.78
C -2.25 -0.54 3.59
C -1.11 -0.33 4.33
C -1.11 0.67 5.30
C -2.24 1.46 5.50
C -3.39 1.24 4.76
C -3.38 0.23 3.82
H -0.22 -0.92 4.15
H -0.22 0.85 5.88
H -2.21 2.25 6.24
H -4.28 1.84 4.91

***

14
Properties=species:S:1:pos:R:3 method="wB97M-V/def2-TZVPD" homo_lumo_gap_ev=9.35 charge=0 relative_energy_kj_mol=308.0 total_energy_ev=-8833.0104
C 1.53 -1.50 0.43
C 0.85 -0.41 -0.38
C -0.33 -0.69 -1.10
N -1.49 -0.62 -1.33
C -0.92 0.36 0.41
O -1.34 -0.19 1.35
C -1.13 1.78 -0.07
H 0.81 -1.93 1.13
H 1.95 -2.34 -0.14
H 2.37 -1.08 0.99
H 1.50 0.33 -0.82
H -0.84 2.43 0.77
H -2.19 1.96 -0.30
H -0.56 2.01 -0.97

***

no.,strongest force on any atom (eV Å⁻¹)
1,5.27
2,6.57
3,3.51
4,2.04
5,1.52
6,6.71
7,3.90
8,1.76